Version A
Molecular formula: C2H7N3
Method: DFT, ωB97M-V/def2-TZVPD

Computed properties:
**HOMO-LUMO gap**: 0.337 Ha
**SMILES**: N#CN.CN
**Spin multiplicity**: 1
**HOMO**: -0.321 Ha

Geometry (Å):
N 1.329 -1.747 1.149
C 1.663 -0.730 0.383
N 1.916 0.135 -0.323
H 1.985 -2.518 1.197
H 0.835 -1.533 2.007
H 0.290 1.247 -1.166
H -1.207 0.368 0.587
C -1.474 0.509 -0.475
N -0.692 1.515 -1.162
H -0.757 2.403 -0.680
H -2.538 0.790 -0.528
H -1.350 -0.439 -0.989


Version B
Molecular formula: C2H7N3
Method: DFT, ωB97M-V/def2-TZVPD

Computed properties:
**HOMO-LUMO gap**: 0.358 Ha
**SMILES**: [H]/N=C/NNC
**Spin multiplicity**: 1
**HOMO**: -0.323 Ha

Geometry (Å):
C 1.150 -1.334 -0.643
C -1.185 0.868 0.439
H 1.852 -2.003 -0.053
H 1.768 -1.332 -1.696
H 0.135 -1.709 -0.850
H 0.979 -0.406 1.116
H 0.291 1.622 -0.642
H -1.400 0.035 1.191
H -2.853 1.677 0.765
N 1.144 -0.067 0.164
N 0.046 0.739 -0.159
N -1.926 1.909 0.369


Version C
Molecular formula: C2H7N3
Method: DFT, ωB97M-V/def2-TZVPD

Computed properties:
**HOMO-LUMO gap**: 0.364 Ha
**SMILES**: [H]/N=C/NNC
**Spin multiplicity**: 1
**HOMO**: -0.328 Ha

Geometry (Å):
C 1.644 -0.360 0.419
C -1.082 0.260 -0.716
H 2.194 -1.253 0.813
H 2.138 0.613 0.486
H 1.450 -0.643 -0.611
H -0.077 -1.073 1.426
H -0.957 1.308 0.986
H -0.771 -0.680 -1.166
H -2.395 0.443 -2.003
N 0.401 -0.160 1.099
N -0.450 0.613 0.440
N -2.095 0.932 -1.173


Winner for stability: version A


Version A
Molecular formula: C3H11N
Method: DFT, ωB97M-V/def2-TZVPD

Computed properties:
**HOMO-LUMO gap**: 0.380 Ha
**SMILES**: CC.CN
**Spin multiplicity**: 1
**HOMO**: -0.342 Ha

Geometry (Å):
C -2.512 -0.219 -0.393
C -3.842 0.216 -1.022
H -2.586 -1.256 -0.055
H -2.283 0.377 0.490
H -1.653 -0.122 -1.068
H -4.153 -0.476 -1.794
H -4.633 0.198 -0.253
H -3.751 1.230 -1.405
C 2.779 -0.087 1.313
N 3.552 -0.025 0.055
H 1.761 -0.398 1.048
H 2.718 0.922 1.740
H 3.294 -0.853 1.884
H 3.233 0.698 -0.590
H 4.491 0.353 0.177


Version B
Molecular formula: C3H11N
Method: DFT, ωB97M-V/def2-TZVPD

Computed properties:
**HOMO-LUMO gap**: 0.360 Ha
**SMILES**: CC.CN
**Spin multiplicity**: 1
**HOMO**: -0.319 Ha

Geometry (Å):
C -2.002 0.539 0.107
N -1.581 -0.611 0.886
H -1.546 -0.406 1.880
H -0.887 -1.190 0.418
H -1.358 1.418 0.245
H -2.001 0.267 -0.949
H -3.017 0.821 0.390
C 1.550 -0.208 0.376
C 1.506 0.046 -1.118
H 0.494 -0.057 -1.507
H 1.856 1.055 -1.342
H 2.570 -0.196 0.751
H 1.017 0.566 0.925
H 1.271 -1.370 0.584
H 2.128 -0.672 -1.649


Winner for stability: version A


Version A
Molecular formula: H3OPS
Method: DFT, ωB97M-V/def2-TZVPD

Computed properties:
**HOMO-LUMO gap**: 0.271 Ha
**SMILES**: P=S.O
**Spin multiplicity**: 1
**HOMO**: -0.340 Ha

Geometry (Å):
O 1.099 -1.342 -0.382
P -2.010 0.871 -0.637
S -3.433 -0.044 0.321
H 0.203 -1.524 -0.076
H 1.146 -0.537 -0.931
H -1.864 2.153 0.196


Version B
Molecular formula: H3OPS
Method: DFT, ωB97M-V/def2-TZVPD

Computed properties:
**HOMO-LUMO gap**: 0.289 Ha
**Spin multiplicity**: 1
**HOMO**: -0.330 Ha

Geometry (Å):
O -1.283 -1.000 -0.058
P -0.785 0.523 0.021
S 1.907 -0.213 -0.093
H -0.803 -1.407 0.662
H -0.840 0.708 -1.307
H 2.643 0.603 0.672


Version C
Molecular formula: H3OPS
Method: DFT, ωB97M-V/def2-TZVPD

Computed properties:
**HOMO-LUMO gap (alpha / beta)**: 0.253 / 0.249 Ha
**Spin multiplicity**: 1
**HOMO (alpha / beta)**: -0.301 / -0.298 Ha

Geometry (Å):
O 0.583 0.346 1.069
P -1.498 -0.271 0.408
S 1.704 0.641 0.051
H -1.100 -1.053 -0.686
H -1.691 0.922 -0.489
H 2.002 -0.585 -0.353


Winner for stability: version A


Version A
Molecular formula: C3H6N2S
Method: DFT, ωB97M-V/def2-TZVPD

Computed properties:
**HOMO-LUMO gap**: 0.275 Ha
**Spin multiplicity**: 1
**HOMO**: -0.287 Ha

Geometry (Å):
C -1.008 -0.238 0.726
C -0.220 0.101 -0.381
C 1.278 0.306 -0.095
H -2.764 -0.229 -0.349
H -2.895 -0.359 1.434
H -0.360 -0.389 1.691
H -0.619 0.225 -1.421
H 3.049 0.670 -0.814
H 2.177 -0.716 -1.844
N -2.339 -0.632 0.629
N 2.118 0.514 -1.079
S 1.584 0.747 1.503


Version B
Molecular formula: C3H6N2S
Method: DFT, ωB97M-V/def2-TZVPD

Computed properties:
**HOMO-LUMO gap**: 0.352 Ha
**SMILES**: CSCNC#N
**Spin multiplicity**: 1
**HOMO**: -0.328 Ha

Geometry (Å):
C 2.216 2.174 0.930
C -0.134 -1.299 0.883
C 0.378 1.153 -0.098
N 1.361 2.211 -0.173
N 2.731 2.023 1.942
S 1.231 -0.449 0.054
H 0.022 -2.393 0.900
H -1.017 -0.845 0.221
H -0.251 -0.947 1.943
H -0.247 1.310 0.811
H -0.192 1.091 -0.927
H 1.993 2.174 -0.919


Winner for stability: version B